# C96H72IrN4O5P2S

C96H72IrN4O5P2S as an isolated structure (ωB97M-V with the def2-TZVPD basis set, OMol25).

```
181
Properties=species:S:1:pos:R:3
Ir -0.26685 0.05327 -0.42461
C -7.96975 6.34498 -1.49016
O -6.65638 6.47309 -2.01336
C -5.76372 5.50378 -1.73059
C -4.48796 5.66262 -2.27525
C -3.51232 4.71469 -2.05206
C -3.76258 3.57256 -1.28396
C -5.02474 3.44963 -0.71755
C -6.02300 4.39076 -0.93665
C -2.70299 2.54989 -1.03272
C -2.20789 2.43338 0.26112
C -2.56069 3.43070 1.26084
C -1.61525 3.39860 2.20008
C -0.69888 2.32127 1.85739
N -1.12376 1.70300 0.68428
C 0.42174 2.10637 2.57336
C 0.71581 -0.46206 2.53243
C 1.46593 -1.48694 3.30111
C 1.94405 -2.38081 2.44369
C 1.51180 -1.98968 1.10117
C 1.84748 -2.74053 -0.02745
C 2.86546 -3.81730 0.13119
C 4.16647 -3.48463 0.49191
C 5.16717 -4.44462 0.58691
C 4.86975 -5.77724 0.31689
O 5.76230 -6.78776 0.35418
C 7.10467 -6.48072 0.69546
C 3.56052 -6.12959 -0.01758
C 2.58038 -5.16488 -0.10613
C 1.31594 -2.48507 -1.28651
N 0.54335 -1.41377 -1.64282
C 0.33174 -1.52665 -2.99584
C -0.27229 -0.60053 -3.84013
C -0.22207 -0.85950 -5.30285
C -1.38773 -0.96174 -6.07157
C -1.33451 -1.17391 -7.43141
C -0.10326 -1.29039 -8.07947
O -0.14821 -1.46885 -9.41334
C 1.07951 -1.56428 -10.11866
C 1.06742 -1.22664 -7.32769
C 0.99542 -1.01642 -5.95839
C -0.94976 0.53276 -3.38508
C -1.59581 1.46448 -4.26287
C -2.35269 2.27483 -3.49410
C -2.11330 1.90663 -2.12718
N -1.24071 0.85098 -2.07697
C 0.92582 -2.74336 -3.47875
C 1.56607 -3.31026 -2.44067
N 0.76273 -0.88085 1.15936
C 0.79305 2.77670 3.90308
C 1.86077 3.77569 3.79169
C 1.98070 4.82025 4.63718
C 0.99970 5.00732 5.65404
O 1.05856 5.94113 6.55455
C 2.18572 6.83955 6.61877
C -0.13774 4.15635 5.72755
C -0.25150 3.11481 4.87816
H -8.52237 7.20543 -1.85369
H -7.96216 6.35417 -0.39783
H -8.44887 5.43095 -1.84790
H -4.28795 6.54581 -2.86776
H -2.52241 4.87914 -2.46196
H -5.23815 2.59786 -0.08536
H -6.99467 4.24639 -0.48643
H -3.39113 4.10947 1.18510
H -1.51766 4.04440 3.05673
H 1.61715 -1.45264 4.36816
H 2.53320 -3.25640 2.65985
H 4.41048 -2.44499 0.68909
H 6.16896 -4.14265 0.85662
H 7.64816 -7.41880 0.64748
H 7.17092 -6.07464 1.70776
H 7.54070 -5.77242 -0.01271
H 3.34606 -7.17446 -0.20002
H 1.56289 -5.45918 -0.33688
H -2.35301 -0.90605 -5.58267
H -2.23708 -1.25391 -8.02265
H 0.81666 -1.64072 -11.16890
H 1.63897 -2.45387 -9.82059
H 1.69456 -0.67488 -9.96432
H 2.03461 -1.34304 -7.79493
H 1.91055 -0.94833 -5.38647
H -1.48389 1.49182 -5.33194
H -3.01659 3.04895 -3.83309
H 0.83794 -3.11936 -4.48290
H 2.13283 -4.22468 -2.44841
H 2.59961 3.62776 3.01247
H 2.79753 5.51823 4.52850
H 2.03216 7.43070 7.51398
H 2.20316 7.48964 5.74573
H 3.11625 6.28076 6.69924
H -0.88880 4.36780 6.47663
H -1.09346 2.43442 4.93166
O -1.39295 0.34042 4.20613
S -1.17399 -0.47027 2.97222
C -1.35302 -2.15763 3.50961
C -1.01673 -2.43525 4.81344
C -1.28847 -3.66883 5.42434
C -1.98307 -4.60013 4.70360
C -2.50881 -5.95895 5.09089
C -3.32950 -6.43211 3.86366
C -3.22431 -5.30242 2.87288
C -3.82843 -5.09264 1.66735
C -3.49958 -3.93073 0.94939
C -2.60489 -2.97136 1.38855
P -2.18702 -1.71848 0.09223
C -3.75990 -0.79978 -0.01611
C -4.59679 -0.74987 1.09878
C -5.81496 -0.08928 1.03412
C -6.21707 0.51223 -0.14851
C -5.37033 0.50728 -1.24781
C -4.13571 -0.11618 -1.17297
C -2.13245 -2.89812 -1.33467
C -2.80358 -2.76239 -2.54470
C -2.76466 -3.77686 -3.49587
C -2.06045 -4.94231 -3.25167
C -1.36421 -5.07872 -2.05808
C -1.39117 -4.06492 -1.11743
C -2.07077 -3.09583 2.71174
C -2.38902 -4.29357 3.38913
C 1.33424 0.93055 2.75420
C 1.41195 1.30177 4.26036
C 2.68270 1.17976 5.01948
C 3.79509 0.85977 4.36658
C 5.20499 0.64366 4.86575
C 6.07322 0.48146 3.59236
C 5.11558 0.68834 2.44618
C 5.36513 0.81228 1.09331
C 4.29607 1.05067 0.24358
C 2.96973 1.11315 0.69493
P 1.67754 1.54143 -0.52551
C 1.57629 3.34806 -0.38970
C 0.48066 4.02066 -0.92292
C 0.39368 5.40129 -0.83237
C 1.40883 6.12083 -0.21818
C 2.51372 5.45685 0.29656
C 2.59876 4.07482 0.21797
C 2.43133 1.23930 -2.15371
C 2.39077 2.20070 -3.15822
C 2.96041 1.93628 -4.39780
C 3.58688 0.72369 -4.63027
C 3.60833 -0.25029 -3.63711
C 3.01471 -0.00440 -2.41283
C 2.70725 0.96772 2.06947
C 3.80931 0.79951 2.90420
H -0.57324 -1.64474 5.40733
H -0.99220 -3.84213 6.45060
H -3.12524 -5.89467 5.98797
H -1.69020 -6.64283 5.31810
H -4.37108 -6.62689 4.12050
H -2.93097 -7.35595 3.44269
H -4.52981 -5.79821 1.24146
H -3.96595 -3.79887 -0.01863
H -4.31426 -1.25312 2.01488
H -6.46066 -0.06539 1.90217
H -7.18141 1.00058 -0.20684
H -5.66325 1.00728 -2.16228
H -3.46155 -0.05572 -2.01330
H -3.39236 -1.88703 -2.76057
H -3.31178 -3.65926 -4.42237
H -2.05446 -5.74291 -3.97940
H -0.80935 -5.98687 -1.85642
H -0.85583 -4.19733 -0.18388
H 0.59870 0.80995 4.78840
H 2.65500 1.33050 6.09323
H 5.25804 -0.24027 5.50103
H 5.53314 1.49058 5.46853
H 6.51240 -0.51609 3.53766
H 6.89879 1.19237 3.55658
H 6.37072 0.75888 0.69560
H 4.50004 1.20943 -0.80482
H -0.29981 3.45958 -1.41198
H -0.46802 5.91713 -1.23546
H 1.34481 7.19890 -0.15092
H 3.31783 6.01991 0.75339
H 3.46991 3.56766 0.61428
H 1.93481 3.16491 -2.97318
H 2.92545 2.68970 -5.17350
H 4.05437 0.53000 -5.58695
H 4.08722 -1.20404 -3.82057
H 3.02608 -0.76996 -1.64552
```

The total charge is +2. The spin multiplicity is 2. Its molecular weight is 1647.89 g mol⁻¹. The orbital gap (alpha / beta) comes out at 4.46 / 4.85 eV. The LUMO energy (alpha / beta) is -0.2102 / -0.2097 Eh. The largest force on an atom comes out at 0.0368 hartree/bohr.

These are the Mulliken partial charges, in e, on atoms 1 to 6: number 1, Ir, carries 1.84; number 2, C, carries -0.83; number 3, O, carries -0.46; number 4, C, carries 0.55; number 5, C, carries -1.40; number 6, C, carries -0.26


# C9H10

C9H10 as an isolated structure (ωB97M-V with the def2-TZVPD basis set, OMol25).

```
19
Properties=species:S:1:pos:R:3
C -3.12034 -0.14499 0.05514
C -1.74238 -0.01218 0.01183
C -1.03095 1.24481 -0.00549
C 0.28146 1.30931 -0.03981
C 1.18184 0.31271 -0.16778
C 2.64809 0.39252 -0.31458
C 3.48378 -0.33821 0.30453
C 0.61332 -0.99633 -0.22496
C -0.83383 -1.15115 -0.25318
H -3.58212 -1.11921 -0.46890
H -3.94967 0.76256 -0.24935
H -3.41218 -0.48851 1.27328
H -1.82145 2.34112 0.29944
H 0.92537 2.50504 -0.09170
H 2.90308 0.96937 -1.03192
H 4.58118 -0.28727 0.15539
H 3.30270 -1.13115 1.29272
H 1.11653 -2.02621 -0.11662
H -1.54444 -2.14223 -0.42803
```

Its molecular weight is 118.18 g mol⁻¹. The orbital gap comes out at 9.39 eV. The LUMO energy is 0.0317 Eh. Its energy above the lowest of the compared OMol25 structures with the same formula, charge and spin is 412.4 kJ/mol. The largest force on an atom comes out at 0.1701 hartree/bohr.

These are the Mulliken partial charges, in e, on atoms 1 to 6: number 1, C, carries -1.13; number 2, C, carries 0.95; number 3, C, carries -0.49; number 4, C, carries -0.05; number 5, C, carries 0.55; number 6, C, carries -0.67


# C9H10AuO6

C9H10AuO6 as an isolated structure (ωB97M-V with the def2-TZVPD basis set, OMol25).

```
26
Properties=species:S:1:pos:R:3
O 1.96728 -2.93673 2.22198
C 1.55273 -2.29833 1.38353
Au 0.43430 -0.45490 -0.40464
O 1.64176 -1.06145 -3.21248
C 1.21448 -0.91093 -2.16005
C -1.14957 1.81534 -1.59788
O -1.75664 2.67436 -2.02258
C 1.64512 1.01480 0.15207
O 2.12319 1.99976 0.50079
C -1.28071 -1.47588 -0.38617
O -2.29438 -2.00907 -0.44409
C -3.21707 1.04564 1.30574
C -1.96973 1.55393 2.00195
O -0.96469 0.53013 2.00735
C -0.11257 0.47371 3.16303
C 0.19558 1.79167 3.84192
H -3.07037 0.87105 0.23985
H -4.01380 1.78795 1.40857
H -3.56552 0.11516 1.76717
H -1.56828 2.44789 1.48695
H -2.23507 1.84499 3.03286
H -0.57922 -0.22373 3.87459
H 0.81032 -0.00961 2.82380
H -0.68016 2.19324 4.35829
H 0.96287 1.61074 4.59818
H 0.58154 2.53270 3.13924
```

The total charge is +3. The spin multiplicity is 3. Its molecular weight is 411.14 g mol⁻¹. The orbital gap (alpha / beta) comes out at 10.17 / 6.97 eV. The LUMO energy (alpha / beta) is -0.4821 / -0.6103 Eh. The largest force on an atom comes out at 0.1377 hartree/bohr.

These are the Mulliken partial charges, in e, on atoms 1 to 6: number 1, O, carries -0.02; number 2, C, carries 0.11; number 3, Au, carries 1.37; number 4, O, carries -0.04; number 5, C, carries 0.20; number 6, C, carries 0.08